# 1
The following is a quantum chemistry calculation of a structure of composition C36H32GaN3Sb, from OMol25.

Net charge: +3
HOMO-LUMO gap (eV): 6.84
LUMO energy (eV): -9.891
HOMO energy (eV): -16.735

Each line ends with the Mulliken charge.
CARTESIAN COORDINATES (ANGSTROEM)
Ga -0.14421 0.98909 0.67381  -0.13
C -4.36076 0.31992 0.00610  -0.91
C -4.74602 -0.25945 1.20409  -0.53
C -3.80558 -0.44476 2.21421  -0.82
C -2.50366 -0.06200 1.98787  0.55
N -2.13581 0.50729 0.82218  0.36
C -3.04494 0.70988 -0.14504  0.27
C -1.37756 -0.32618 2.91370  0.69
C -1.44899 -0.81178 4.20280  -0.69
C -0.25665 -1.11506 4.85344  -0.89
C 0.96046 -0.99496 4.18990  -0.78
C 0.95386 -0.49656 2.90342  0.43
N -0.19312 -0.12340 2.33554  0.42
C 2.09601 -0.41006 1.96731  0.72
C 3.34842 -0.92070 2.22210  -0.74
C 4.30075 -0.90038 1.20861  -0.74
C 3.97125 -0.36571 -0.02445  -0.92
C 2.70017 0.14648 -0.20374  0.16
N 1.78171 0.12354 0.77124  0.72
H -5.06402 0.46528 -0.80228  0.48
H -5.77131 -0.57054 1.35901  0.48
H -4.09590 -0.89641 3.15303  0.44
H -2.69944 1.20306 -1.04554  0.39
H -2.39959 -0.95958 4.69610  0.51
H -0.27965 -1.47542 5.87361  0.49
H 1.87951 -1.29939 4.67169  0.50
H 3.58730 -1.34875 3.18633  0.49
H 5.28604 -1.31254 1.38247  0.49
H 4.67888 -0.34958 -0.84188  0.53
H 2.40059 0.58053 -1.14678  0.33
C 0.57378 6.48374 -0.91544  -1.30
C -0.29973 6.12026 0.25854  0.41
C -0.91448 7.10666 1.02859  -0.77
C -1.75138 6.78011 2.08588  -0.88
C -2.00976 5.45250 2.40446  -0.73
C -1.41383 4.44772 1.66195  -0.75
C -0.56923 4.79421 0.60942  1.44
Sb 0.37823 3.31305 -0.53036  0.87
C -0.69581 3.13916 -2.33194  0.67
C -1.83009 3.94690 -2.39867  -0.80
C -2.64774 3.84782 -3.51570  -0.89
C -2.32030 2.95692 -4.52963  -0.79
C -1.19076 2.15421 -4.43326  -0.70
C -0.34786 2.22251 -3.32707  0.74
C 0.84960 1.31701 -3.21601  -1.18
C 2.46960 3.31887 -0.27082  0.64
C 3.29089 3.40679 -1.39367  -0.53
C 4.66769 3.36667 -1.23426  -0.84
C 5.20036 3.21378 0.03827  -0.88
C 4.36631 3.13984 1.14781  -0.68
C 2.97836 3.20883 1.03043  0.52
C 2.12831 3.23469 2.27569  -1.41
H 0.82123 7.54319 -0.90946  0.55
H 0.06610 6.27832 -1.86249  0.28
H 1.52440 5.94134 -0.90375  0.24
H -0.72829 8.14707 0.79065  0.48
H -2.20928 7.56988 2.66694  0.44
H -2.66995 5.20655 3.22622  0.48
H -1.60939 3.40871 1.90213  0.23
H -2.06892 4.65127 -1.61164  0.45
H -3.52401 4.47744 -3.59775  0.51
H -2.94552 2.89302 -5.41123  0.44
H -0.94866 1.46607 -5.23520  0.49
H 1.17105 0.96367 -4.19430  0.62
H 0.61165 0.42500 -2.62370  0.29
H 1.70186 1.82446 -2.75914  0.04
H 2.87342 3.54015 -2.38457  0.53
H 5.31646 3.47198 -2.09459  0.52
H 6.27433 3.17413 0.17221  0.49
H 4.80070 3.05565 2.13785  0.49
H 2.74938 3.14335 3.16431  0.51
H 1.39382 2.41783 2.31442  0.22
H 1.57002 4.16854 2.35872  0.22

=====

# 2
The following is a quantum chemistry calculation of a structure of composition C36H32I2IrN3O2P2Te, from OMol25.

Expectation value of S²: 6.021
Net charge: +2
HOMO-LUMO gap (alpha / beta) (eV): 7.78 / 4.32
Relative energy (zero: lowest compared OMol25 entry of this formula, charge and spin) (kJ/mol): 48.4
Spin multiplicity: 5
LUMO energy (alpha / beta) (eV): -5.456 / -9.247
HOMO energy (alpha / beta) (eV): -13.238 / -13.567

Each line ends with the Löwdin spin population.
CARTESIAN COORDINATES (ANGSTROEM)
Ir -0.57340 0.01540 0.73948  1.15
Te 0.68360 2.36496 4.50611  0.18
C 1.21496 4.38055 4.15531  0.04
C 2.55707 4.70971 4.02755  0.01
C 2.87871 6.02562 3.71644  0.00
N 1.97289 6.98245 3.53362  0.00
C 0.69239 6.65471 3.68202  0.00
C 0.25782 5.37172 3.99242  0.01
C 0.79173 1.96378 2.47738  0.52
P 1.44121 0.41551 1.82228  0.07
C 2.05524 -0.56838 3.17533  0.01
C 3.40331 -0.56441 3.52582  0.00
C 3.80745 -1.22525 4.67632  0.00
C 2.87779 -1.88921 5.46461  0.00
C 1.53530 -1.91150 5.10461  0.00
C 1.12391 -1.25399 3.95797  0.01
C 2.81530 0.87711 0.74997  0.02
C 3.52040 2.05478 0.98662  0.01
C 4.61185 2.37718 0.19284  0.00
C 5.00336 1.52828 -0.83190  0.00
C 4.30891 0.34701 -1.06690  0.00
C 3.21759 0.02058 -0.27716  0.00
P -0.47492 2.27526 1.21592  0.09
C 0.22751 3.38777 -0.01327  0.01
C -0.14648 3.27714 -1.35152  0.00
C 0.34436 4.17390 -2.28797  0.00
C 1.21205 5.18312 -1.88872  0.00
C 1.58704 5.29804 -0.55686  0.00
C 1.09578 4.40428 0.38252  0.01
C -1.89482 3.09439 1.94550  0.01
C -2.14545 4.44697 1.73088  0.00
C -3.21205 5.05991 2.37552  0.00
C -4.02574 4.32792 3.22718  0.00
C -3.78825 2.97248 3.43138  0.00
C -2.72869 2.35732 2.78924  0.01
H 3.33809 3.97283 4.16516  0.00
H 3.91640 6.32146 3.60912  0.00
H -0.02579 7.45549 3.54451  0.00
H -0.79791 5.16285 4.09826  0.00
H 4.13273 -0.05602 2.90812  0.00
H 4.85251 -1.22680 4.95463  0.00
H 3.20230 -2.40447 6.35862  0.00
H 0.81838 -2.44877 5.71059  0.00
H 0.08014 -1.28485 3.65996  0.00
H 3.21892 2.71690 1.78962  0.01
H 5.15816 3.29284 0.37640  0.00
H 5.85779 1.78136 -1.44516  0.00
H 4.62462 -0.31974 -1.85814  0.00
H 2.69371 -0.91349 -0.44377  0.00
H -0.83378 2.49439 -1.65398  0.00
H 0.04954 4.09404 -3.32599  0.00
H 1.59129 5.88675 -2.61765  0.00
H 2.26252 6.08521 -0.24839  0.00
H 1.38656 4.49823 1.42311  0.00
H -1.52111 5.02156 1.05865  0.00
H -3.40951 6.11003 2.20629  0.00
H -4.85580 4.80988 3.72616  0.00
H -4.43304 2.40097 4.08522  0.00
H -2.55347 1.29586 2.93565  0.01
I -3.05751 0.08906 -0.19080  0.76
I -2.86529 0.33590 -3.52287  0.89
O 0.39889 0.07141 -1.45918  0.08
H 1.16913 0.63132 -1.63545  0.00
H -0.23302 0.21192 -2.17921  0.00
N -3.62276 -4.38509 2.58162  0.00
C -2.41110 -4.93781 2.31861  0.00
O -2.00507 -5.96171 2.81394  0.00
C -1.52953 -4.17653 1.35982  0.00
C -0.77886 -4.88613 0.42895  0.00
C 0.08057 -4.19204 -0.40164  0.00
C 0.18423 -2.81919 -0.26704  0.00
N -0.52240 -2.13259 0.63763  0.02
C -1.36894 -2.80827 1.43218  0.02
H -4.25132 -4.90952 3.17005  0.00
H -4.01213 -3.66818 1.99593  0.00
H -0.87316 -5.96315 0.38039  0.00
H 0.68030 -4.70124 -1.14239  0.00
H 0.85049 -2.24022 -0.89032  0.00
H -1.90703 -2.22595 2.17197  0.01

=====

# 3
The following is a quantum chemistry calculation of a structure of composition C36H32ILuP2, from OMol25.

Net charge: +2
HOMO-LUMO gap (alpha / beta) (eV): 5.01 / 5.01
Relative energy (zero: lowest compared OMol25 entry of this formula, charge and spin) (kJ/mol): 289.8
LUMO energy (alpha / beta) (eV): -7.237 / -7.235
HOMO energy (alpha / beta) (eV): -12.244 / -12.241

Each line ends with the Mulliken charge.
CARTESIAN COORDINATES (ANGSTROEM)
C 0.05743 1.95292 -1.01000  -0.34
C 1.24396 1.68420 -0.29174  0.66
C 2.46696 1.42607 -0.95201  -0.53
C 2.51555 1.41949 -2.35272  -0.98
C 1.35855 1.78753 -3.05026  -0.32
C 0.15385 2.06578 -2.39197  -1.46
P 1.02850 1.45229 1.53163  0.22
C 2.74120 1.67502 2.07891  0.52
C 3.42913 0.51648 2.46707  -0.07
C 4.79584 0.54657 2.67447  -0.90
C 5.47931 1.76337 2.55795  -0.50
C 4.78405 2.95050 2.30798  -0.71
C 3.40516 2.91769 2.07410  -0.24
Lu 0.91018 -0.26244 -1.80955  0.98
P -1.21752 -2.03093 -0.18425  0.49
C -0.27053 -2.41892 -1.66685  0.26
C -0.50931 -1.79786 -2.92445  -1.15
C 0.58786 -1.64363 -3.79301  -0.69
C 1.89983 -1.97406 -3.42695  -0.76
C 2.12947 -2.61212 -2.21812  -1.11
C 1.03556 -2.96501 -1.43586  0.00
C -1.64901 -3.60796 0.59488  0.85
C -2.36064 -3.64379 1.82299  -0.59
C -2.46167 -4.83833 2.52623  -0.60
C -1.91531 -6.01219 1.99868  -0.48
C -1.28070 -5.98889 0.75341  -0.81
C -1.19292 -4.80418 0.02736  -0.30
C -2.69250 -1.11860 -0.55564  0.76
C -3.06600 0.08103 0.09131  -0.36
C -4.21843 0.74458 -0.32423  -0.54
C -5.00552 0.21382 -1.35650  -0.53
C -4.65879 -0.99874 -1.96384  -0.69
C -3.50954 -1.66886 -1.55811  -0.73
C 0.14060 2.96080 2.00924  0.65
C 0.16694 4.15428 1.26847  0.08
C -0.59319 5.24504 1.69805  -0.83
C -1.36101 5.15141 2.85796  -0.53
C -1.39752 3.95985 3.58744  -0.71
C -0.64778 2.86618 3.17812  -0.60
H -2.81629 -2.73415 2.22418  0.37
H -2.96938 -4.86380 3.49352  0.41
H -2.01431 -6.95510 2.54505  0.41
H -0.85426 -6.90400 0.33811  0.41
H -0.77526 -4.81069 -0.98903  0.52
H -1.42917 -1.23277 -3.08718  0.79
H 0.48194 -1.14421 -4.75606  0.68
H 2.71885 -1.84217 -4.14041  0.53
H 3.14061 -2.92938 -1.93858  0.52
H 1.20187 -3.70502 -0.66646  0.46
H -2.45350 0.47255 0.90513  0.52
H -4.51701 1.67971 0.15614  0.48
H -5.90492 0.73918 -1.68500  0.43
H -5.27558 -1.42453 -2.76138  0.44
H -3.22229 -2.61149 -2.02531  0.48
H 0.75787 4.24716 0.35733  0.41
H -0.58724 6.16441 1.11167  0.41
H -1.95395 6.00587 3.18516  0.42
H -2.01573 3.88658 4.47958  0.44
H -0.66682 1.93240 3.73965  0.41
H 2.86576 -0.42555 2.58882  0.20
H 5.31491 -0.37719 2.93883  0.43
H 6.56221 1.77704 2.67896  0.41
H 5.31746 3.90653 2.28313  0.42
H 2.85714 3.84781 1.91212  0.41
H 3.38339 1.26533 -0.38074  0.47
H 3.38367 0.99720 -2.86782  0.52
H 1.38350 1.81614 -4.14046  0.51
H -0.74431 2.34840 -2.93650  0.65
H -0.89538 2.12250 -0.50455  0.87
H -0.49555 0.43857 -4.44787  0.36
H -0.97895 0.52599 -3.83251  -0.35
I 0.87869 -1.36176 1.38228  0.11

=====

no.,calculated total energy (a.u.)
1,-3719.4659
2,-3355.7147
3,-3606.3024